Record 1
Entry from OMol25: a structure of composition C21H39NP2Pd (the ωB97M-V functional and the def2-TZVPD basis).

```
64
Properties=species:S:1:pos:R:3:forces:R:3
P -1.188486 1.413601 -1.481605 -0.4 -0.1 -0.6
P 0.184246 -0.528949 1.747413 -0.1 0.7 0.8
C 0.167532 0.149896 -1.138061 0.4 -0.3 0.7
C 0.149508 -0.930825 -0.034278 -0.2 0.0 -0.7
H 1.148354 0.631684 -1.239099 -0.4 -0.1 0.1
H -0.059047 -0.375003 -2.077288 0.4 -0.3 -0.1
H -0.554496 -1.746748 -0.241705 0.0 0.4 0.2
H 1.139205 -1.375240 0.073750 0.2 -0.1 -0.8
C 1.859161 -0.071358 2.243806 0.0 -0.4 0.1
H 1.787467 0.296687 3.278521 0.2 -0.2 -0.3
H 2.254999 0.738865 1.611485 -0.2 -0.3 0.2
H 2.498050 -0.962409 2.185287 0.1 0.3 0.2
C -0.445090 -1.955387 2.595933 0.3 -0.4 0.1
H 0.299093 -2.751369 2.481943 -0.3 -0.2 0.3
H -1.404064 -2.256932 2.165385 0.2 0.1 0.0
H -0.584109 -1.699139 3.649338 0.1 -0.2 0.0
C -0.478675 2.851224 -2.290858 -0.1 -0.3 -0.5
H -1.217651 3.649908 -2.159735 0.2 0.0 -0.2
H -0.311427 2.643926 -3.351455 0.1 0.4 0.0
H 0.450920 3.154101 -1.796527 -0.2 -0.2 -0.1
C -2.546772 0.585688 -2.348380 0.3 0.2 -0.4
H -2.841289 -0.336768 -1.820939 0.2 0.4 -0.2
H -2.266187 0.371943 -3.390614 -0.4 0.0 0.2
H -3.383563 1.299965 -2.299794 0.1 -0.3 -0.2
Pd -0.918604 1.133387 0.739031 -0.3 0.0 1.3
C 1.724038 -2.799256 -1.534195 1.8 0.0 0.4
C 2.722638 -1.933144 -1.198501 -0.4 -1.9 -0.5
C 3.760040 -1.456734 -2.173091 0.3 0.4 -0.1
C 3.208421 -0.937184 -3.531295 0.5 -0.2 0.1
C 1.827205 -0.376079 -3.461743 -0.9 -0.7 -1.1
C 0.714808 -1.133042 -3.687748 1.3 0.5 -0.9
C 0.736732 -2.626957 -3.890432 -0.3 -0.3 0.0
C 1.609206 -3.425859 -2.886932 -0.1 -0.1 -0.5
C -2.339308 2.639669 0.604181 -1.5 1.7 1.0
H 1.091865 -3.283557 -0.787916 0.2 0.4 0.1
H 3.011876 -1.788882 -0.156239 -0.5 0.2 0.0
H 4.467157 -2.282504 -2.364471 -0.1 0.3 0.1
H 4.355192 -0.648801 -1.714912 -0.2 -0.3 -0.1
H 3.886984 -0.145138 -3.883622 -0.2 -0.3 0.0
H 3.237528 -1.748429 -4.274998 0.0 0.3 0.2
H 1.780222 0.710928 -3.389027 -0.3 -0.1 0.0
H -0.214562 -0.659533 -4.007473 0.0 0.2 0.4
H 1.075707 -2.847093 -4.916641 -0.1 0.1 0.2
H -0.288785 -3.027046 -3.822389 0.3 0.3 -0.1
H 1.143325 -4.416511 -2.757941 0.3 0.3 -0.1
H 2.613198 -3.594914 -3.304157 -0.3 0.1 0.2
H -3.115984 2.377651 1.332611 0.0 0.1 -0.3
H -2.808083 2.853498 -0.366426 0.1 0.0 0.1
H -1.830828 3.538745 0.979668 -0.1 0.0 -0.2
C 0.188093 3.205612 3.488328 0.1 -0.1 -0.3
C -0.879798 2.244259 3.830759 -0.3 -0.5 -0.3
C -1.459203 2.112052 5.114976 -1.1 -0.8 0.7
C -2.467669 1.169702 4.999378 0.4 0.6 0.9
C -2.494839 0.736174 3.643905 1.5 1.2 0.4
C -3.459629 -0.204066 3.095677 -0.4 -0.5 -0.8
N -1.469137 1.369116 2.976500 -0.5 0.1 -0.1
H 0.500199 3.096644 2.440917 0.0 0.1 0.3
H 1.036625 3.034716 4.167665 -0.1 0.2 -0.2
H -0.166935 4.234016 3.665169 0.1 -0.3 -0.1
H -1.127062 2.651236 5.987340 -0.2 0.0 0.1
H -3.137169 0.780264 5.760618 0.2 0.3 0.0
H -3.345938 -1.176330 3.602881 -0.1 0.2 -0.2
H -4.483392 0.147653 3.312831 0.3 -0.2 -0.1
H -3.341814 -0.321624 2.005191 -0.1 0.0 0.4
```
Positions in Å, forces in eV/Å.

Results
E_HOMO (spin up / spin down) = -0.4214 / -0.5227 Eh
⟨S²⟩ = 6.02
total charge = +2
lowest unoccupied orbital energy (spin up / spin down) = -5.17 / -9.17 eV
HOMO-LUMO gap (spin up / spin down) = 6.3 / 5.1 eV
largest force on an atom = 2.46 eV/Å
spin multiplicity = 5
relative energy (zero: lowest compared OMol25 entry of this formula, charge and spin) = 50.9 kcal per mole


Record 2
Entry from OMol25: a structure of composition C2ClF3O (the ωB97M-V functional and the def2-TZVPD basis).

```
7
Properties=species:S:1:pos:R:3:forces:R:3
C -0.019181 -0.345423 0.747045 -2.6 -1.3 0.5
C 0.180728 0.240809 -0.512866 -0.3 2.6 -3.8
O -0.130280 1.061789 0.572914 0.8 -1.4 -0.5
F 0.977690 -0.873073 1.388296 0.4 0.2 0.7
F -1.170037 -0.972797 1.076675 1.1 0.7 -0.2
F 1.421717 0.364496 -1.040820 -1.9 -0.1 0.4
Cl -1.260637 0.524198 -2.231244 2.4 -0.7 3.0
```
Positions in Å, forces in eV/Å.

Results
E_HOMO = -0.4261 Eh
total charge = 0
lowest unoccupied orbital energy = -1.73 eV
HOMO-LUMO gap = 9.9 eV
largest force on an atom = 4.67 eV/Å
relative energy (zero: lowest compared OMol25 entry of this formula, charge and spin) = 52.6 kcal per mole


Record 3
Entry from OMol25: a structure of composition C20H25Cl2N4OPtTe (the ωB97M-V functional and the def2-TZVPD basis).

```
54
Properties=species:S:1:pos:R:3:forces:R:3
Pt -0.527765 0.718548 0.693510 1.3 0.0 2.5
C -1.261268 -1.462894 5.325822 -0.1 0.0 -0.1
N -1.688838 -1.680477 3.938841 0.1 0.1 0.0
C -2.557183 -2.669108 3.601815 0.0 0.0 0.1
C -2.986333 -2.852700 2.336579 0.0 0.0 0.0
C -2.492707 -1.950808 1.350872 -0.2 -0.1 -0.4
N -1.626624 -1.001690 1.686022 0.0 0.3 -1.1
C -1.198317 -0.827236 2.960902 -0.1 -0.1 0.2
O -0.405211 0.074363 3.225238 0.0 0.3 -0.4
N -2.863952 -2.020354 0.071890 0.1 0.1 0.3
H -1.409924 -2.377146 5.893393 0.0 0.0 0.0
H -1.834701 -0.655560 5.778166 0.0 0.0 0.0
H -0.213183 -1.187008 5.333868 0.1 0.0 0.0
H -2.881566 -3.305887 4.413921 0.0 0.0 0.0
H -3.673699 -3.647130 2.088980 0.0 0.0 0.0
H -3.534213 -2.693983 -0.249970 0.0 0.0 0.0
H -2.500198 -1.328436 -0.568933 0.0 0.1 -0.2
C 3.560818 -2.029491 -5.348748 0.0 0.1 0.1
C 2.622771 -1.284148 -4.436085 0.1 0.0 -0.1
C 2.234908 -1.812016 -3.213682 0.0 0.0 0.0
C 1.323091 -1.170408 -2.379682 -0.1 0.2 -0.2
C 0.968387 -1.851874 -1.083798 0.0 0.0 -0.2
C 0.776864 0.059985 -2.799462 0.4 -0.3 -0.1
Te -0.819916 1.027490 -1.813246 -0.3 -0.1 0.1
C 1.198078 0.638756 -4.020298 -0.1 0.1 0.3
C 0.701642 1.984972 -4.504761 0.0 -0.2 0.1
C 2.110610 -0.046646 -4.808909 0.0 -0.1 0.0
H 3.943414 -2.932562 -4.874675 0.0 0.0 0.0
H 4.407037 -1.402705 -5.636257 0.0 0.0 0.0
H 3.045076 -2.318962 -6.266180 0.0 0.0 0.0
H 2.645600 -2.765782 -2.898395 0.0 0.0 0.0
H 1.614299 -2.713978 -0.919554 0.0 0.0 0.0
H -0.067686 -2.200680 -1.090370 -0.1 0.0 0.0
H 1.075710 -1.177789 -0.237036 0.0 0.1 0.1
H 0.782765 2.740776 -3.724289 0.0 0.0 0.0
H -0.346156 1.938610 -4.809046 0.0 0.0 0.0
H 1.283804 2.315861 -5.363554 0.0 0.0 0.0
H 2.423707 0.395075 -5.749564 0.0 0.0 0.0
Cl -4.758612 1.314709 -0.914169 0.1 0.0 0.1
C -4.719783 2.341463 0.523825 0.0 -0.1 0.0
Cl -3.146588 2.320325 1.356046 -0.3 0.0 0.0
H -5.465154 1.971098 1.211413 -0.1 0.0 0.1
H -4.926167 3.356340 0.218101 0.0 0.1 0.0
C 2.683798 3.160174 3.138461 0.1 0.0 0.0
C 3.117603 2.298376 2.142941 0.0 0.1 0.1
C 2.201310 1.826401 1.224849 0.1 0.0 -0.3
N 0.904807 2.163248 1.274297 -0.7 -0.7 -0.6
C 0.487503 3.004603 2.233280 -0.1 0.1 -0.2
C 1.348643 3.531099 3.173191 0.1 0.0 -0.1
H 3.381092 3.542403 3.874433 0.0 0.0 0.0
H 4.151001 1.986941 2.078063 0.0 0.0 0.0
H 2.499875 1.178616 0.411751 -0.1 -0.1 0.0
H -0.562434 3.258935 2.231839 0.0 0.0 0.0
H 0.973965 4.218293 3.918352 0.0 0.0 0.0
```
Positions in Å, forces in eV/Å.

Results
E_HOMO (spin up / spin down) = -0.3549 / -0.3549 Eh
total charge = +1
lowest unoccupied orbital energy (spin up / spin down) = -3.76 / -3.76 eV
HOMO-LUMO gap (spin up / spin down) = 5.9 / 5.9 eV
largest force on an atom = 2.81 eV/Å
relative energy (zero: lowest compared OMol25 entry of this formula, charge and spin) = 30.3 kcal per mole


Record 4
Entry from OMol25: an isolated molecule of C6H12N2O2Si (the ωB97M-V functional and the def2-TZVPD basis).

```
23
Properties=species:S:1:pos:R:3:forces:R:3
C 1.680607 -0.582189 -1.812976 -2.7 -0.3 2.6
Si 1.132757 -0.086497 -0.014178 -0.6 -0.6 1.3
C 1.747025 -1.174472 1.507664 -1.9 0.9 -0.2
C 1.525804 1.737457 0.141353 3.1 -1.8 0.5
N -0.771022 -0.215326 0.307894 1.0 2.7 -0.5
C -1.738930 0.974992 0.580248 2.8 0.1 1.4
C -3.046882 0.581663 -0.051927 -0.9 -0.3 1.3
O -4.080554 1.197857 0.051479 0.3 0.2 -0.8
N -2.886211 -0.735348 -0.376270 2.3 -1.5 -0.9
C -1.484224 -1.163112 -0.296154 -1.5 -0.6 -0.5
O -1.126140 -2.240420 -0.743849 0.0 0.6 0.3
H 1.110286 0.150865 -2.371327 0.1 -0.1 -0.7
H 2.715190 -0.595548 -2.012297 1.1 0.1 -0.1
H 1.201943 -1.569550 -1.849502 0.3 0.1 -0.8
H 2.549845 -1.843823 1.336295 1.0 -0.4 -0.3
H 1.918098 -0.597075 2.439027 0.1 0.0 -0.7
H 0.879092 -1.822798 1.766181 0.4 0.3 -0.3
H 2.480105 1.842748 -0.453653 -0.8 -0.1 0.5
H 0.882756 2.404161 -0.276457 -2.1 1.8 -1.3
H 1.794843 2.094664 1.125459 -0.1 -0.1 0.4
H -1.285484 2.001060 0.353671 -0.8 -1.6 -0.2
H -1.876827 0.986761 1.703137 -0.2 0.1 -1.2
H -3.322086 -1.346078 -1.053812 -1.0 0.5 0.2
```
Positions in Å, forces in eV/Å.

Results
E_HOMO = -0.3612 Eh
structure (SMILES) = C[Si](C)(C)N1CC(=O)NC1=O
total charge = 0
lowest unoccupied orbital energy = 0.55 eV
HOMO-LUMO gap = 10.4 eV
largest force on an atom = 3.74 eV/Å
relative energy (zero: lowest compared OMol25 entry of this formula, charge and spin) = 0.0 kcal per mole


Record 5
Entry from OMol25: a cluster of 11 separate species, H22O11 in total (the ωB97M-V functional and the def2-TZVPD basis).

```
33
Properties=species:S:1:pos:R:3:forces:R:3
O -1.028492 -2.306800 2.060811 -0.2 1.7 3.4
H -0.749503 -1.821910 2.908032 0.2 -0.1 -1.6
H -1.900169 -2.458724 2.435019 -0.7 -0.6 -0.8
O -2.164999 2.849606 -0.868397 1.9 0.9 0.8
H -1.918623 3.576859 -1.462523 -0.2 -0.4 0.3
H -3.064244 2.701050 -1.075849 -1.5 -0.4 -0.5
O 4.256658 -3.112403 -0.419159 0.2 1.8 3.7
H 4.440438 -3.397256 -1.243806 1.2 -1.4 -4.3
H 3.427633 -3.506062 -0.229189 -1.2 -0.4 0.6
O -3.186101 -0.239141 -2.449570 3.2 8.8 -3.3
H -3.974319 -0.376640 -2.170262 -8.1 -1.4 2.9
H -2.731442 -0.948796 -2.397714 4.9 -7.7 0.6
O -0.063961 1.904768 2.007088 -1.1 0.9 -1.8
H 0.829685 1.610786 1.865447 1.1 -0.2 -0.1
H -0.362695 2.228492 1.107148 0.2 -0.5 1.5
O 0.260433 2.318078 -3.432856 -1.2 -2.2 -0.4
H 1.087368 2.185352 -3.854300 1.2 0.1 -0.5
H 0.238056 3.143119 -3.026924 0.4 2.2 1.0
O 2.265659 -1.136991 0.731220 10.9 -7.2 0.2
H 1.588709 -1.209581 1.205988 -8.7 -1.5 6.9
H 2.005253 -0.560821 0.193384 -2.7 7.6 -7.6
O 0.187999 -3.627626 0.485111 1.7 1.1 0.7
H 1.043441 -3.344507 0.145465 0.2 -0.6 -1.0
H 0.231016 -2.982165 1.248517 -1.3 -1.6 -0.9
O -1.007507 -0.007247 3.573687 2.2 2.1 0.3
H -0.397886 0.484221 4.234042 -1.7 -1.3 -1.4
H -0.789293 0.564946 2.746229 -0.7 -1.0 1.5
O 2.769700 1.010407 1.787885 1.6 0.0 0.5
H 3.435862 0.772817 1.114060 -0.7 0.6 -0.2
H 3.128699 0.384756 2.447322 -0.8 0.4 0.1
O -2.487463 2.200733 -3.436574 -4.8 -0.9 -0.3
H -2.241296 1.476200 -2.898573 0.2 -1.3 0.8
H -1.742099 2.650797 -3.605475 4.1 2.2 -1.2
```
Positions in Å, forces in eV/Å.

Results
E_HOMO = -0.3832 Eh
structure (SMILES) = O.O.O.O.O.O.O.O.O.O.O
total charge = 0
lowest unoccupied orbital energy = 0.01 eV
HOMO-LUMO gap = 10.4 eV
largest force on an atom = 13.09 eV/Å
relative energy (zero: lowest compared OMol25 entry of this formula, charge and spin) = 132.8 kcal per mole